[1]
# C35H79FN2O13P3

A 3-piece molecular cluster, C35H79FN2O13P3 overall (the ωB97M-V functional and the def2-TZVPD basis, the Open Molecules 2025 dataset).

orbital gap	7.5	eV
energy	-97759.844	eV
HOMO energy	-5.1204	eV
total charge	-1
LUMO level	2.400	eV

Positions of all 133 atoms, in Å:
C: -0.7928 -7.9224 2.4747
C: -1.7528 -7.5350 1.3513
C: -1.3793 -6.2820 0.5300
C: -0.5175 -5.2348 1.2347
C: -0.0178 -4.1229 0.3021
C: -0.9586 -2.9360 0.1838
F: -2.2573 -3.4564 -0.1074
O: -1.0249 -2.1928 1.3191
P: -1.1618 -0.4255 1.0493
C: -0.7967 -0.0703 2.8688
C: 0.4022 0.8513 3.1226
C: 1.3731 0.2215 4.1057
O: 2.2893 1.1944 4.5715
C: 3.2894 0.6686 5.4018
C: -3.0465 -0.3507 1.2383
C: -3.8007 -1.4923 1.8838
O: -3.3560 -1.6813 3.2448
C: -3.1358 -2.9240 3.6705
O: -3.6183 -3.9067 3.1694
C: -2.2695 -2.9102 4.9015
C: -1.9303 -4.2920 5.4443
P: -1.1602 1.8528 0.5034
P: 0.2743 1.9882 -1.0876
O: 0.7183 3.3648 -1.3953
O: 1.5073 1.0573 -0.6884
O: -0.3339 1.2923 -2.4126
O: -1.3086 -0.8176 -0.6637
C: -0.6860 -1.9952 -0.9935
O: 0.6946 -1.8103 -1.1966
C: 1.1871 -1.8982 -2.5150
C: 2.3357 -2.9203 -2.6122
C: 2.1180 -3.9229 -3.7568
C: 3.6646 -2.1670 -2.7513
C: 4.9571 -2.9699 -2.9820
C: 6.1522 -2.0884 -2.5835
C: 5.0056 -4.2894 -2.2034
H: 0.2372 -8.0117 2.1191
H: -0.8244 -7.2042 3.2926
H: -1.0757 -8.8935 2.8926
H: -1.8309 -8.3851 0.6649
H: -2.7501 -7.3940 1.7768
H: -0.8793 -6.5930 -0.3970
H: -2.3024 -5.7886 0.2173
H: 0.3523 -5.7144 1.6939
H: -1.0916 -4.7744 2.0452
H: 0.9165 -3.7121 0.6905
H: 0.1767 -4.5285 -0.6974
H: 0.2948 -0.4201 0.8593
H: -0.5921 -1.0539 3.3036
H: -1.6871 0.3115 3.3708
H: 0.9470 1.0390 2.1914
H: 0.0722 1.8072 3.5336
H: 1.9193 -0.5935 3.6031
H: 0.8348 -0.2183 4.9600
H: 3.5917 1.4417 6.1097
H: 4.1643 0.3582 4.8166
H: 2.9304 -0.2017 5.9672
H: -3.4622 -0.2561 0.2302
H: -3.2822 0.5826 1.7669
H: -3.6948 -2.4213 1.3347
H: -4.8702 -1.2539 1.9241
H: -1.3713 -2.3337 4.6725
H: -2.8080 -2.3256 5.6551
H: -1.7249 -4.2442 6.5165
H: -1.0432 -4.7013 4.9604
H: -2.7591 -4.9826 5.2855
H: -2.2985 2.0601 -0.3002
H: 1.2033 0.2724 -0.1853
H: 0.2879 1.4257 -3.1354
H: -1.1732 -2.3949 -1.8930
H: 1.5452 -0.9019 -2.8051
H: 0.3717 -2.1526 -3.2023
H: 2.3141 -3.4513 -1.6566
H: 1.0545 -4.0925 -3.9383
H: 2.5616 -4.8955 -3.5350
H: 2.5736 -3.5718 -4.6883
H: 3.5467 -1.4580 -3.5813
H: 3.8151 -1.5727 -1.8405
H: 5.0677 -3.1777 -4.0519
H: 7.0558 -2.3529 -3.1365
H: 5.9466 -1.0296 -2.7680
H: 6.3512 -2.1874 -1.5115
H: 6.0428 -4.5840 -2.0181
H: 4.4887 -4.1991 -1.2451
H: 4.5492 -5.1146 -2.7527
C: 4.4802 6.4141 -3.3065
O: 4.5146 5.4276 -2.3084
C: 3.3947 4.5336 -2.2922
C: 3.7200 3.1871 -2.8938
N: 3.9085 3.2393 -4.3397
C: 4.5238 2.0696 -4.9492
C: 5.8324 1.5104 -4.3966
O: 6.9923 2.2750 -4.6758
C: 7.1325 3.4513 -3.9056
H: 5.2036 7.1828 -3.0325
H: 4.7537 6.0365 -4.3014
H: 3.4897 6.8761 -3.3791
H: 2.5257 4.9889 -2.7738
H: 3.1349 4.3723 -1.2475
H: 2.8864 2.5199 -2.6640
H: 4.6022 2.8015 -2.3663
H: 4.4236 4.0694 -4.5927
H: 4.6891 2.2977 -6.0059
H: 3.7957 1.2487 -4.9161
H: 5.9988 0.5523 -4.8957
H: 5.7678 1.3032 -3.3212
H: 6.8525 3.2862 -2.8611
H: 6.5371 4.2814 -4.2953
H: 8.1837 3.7360 -3.9483
C: -9.0674 5.0970 1.7402
O: -8.5297 4.7943 0.4746
C: -7.8389 5.8529 -0.1728
C: -6.3330 5.7368 -0.0867
N: -5.8330 5.9833 1.2544
C: -4.4398 5.6174 1.5042
C: -3.9421 4.2211 1.1540
O: -4.3788 3.1822 2.0101
C: -5.7110 2.7616 1.8348
H: -9.7956 4.3215 1.9740
H: -8.3132 5.1038 2.5354
H: -9.5755 6.0675 1.7356
H: -8.1773 6.8190 0.2204
H: -8.1183 5.8014 -1.2281
H: -5.9077 6.4875 -0.7631
H: -6.0524 4.7525 -0.4827
H: -6.4294 5.5338 1.9331
H: -4.2520 5.7732 2.5692
H: -3.8029 6.3291 0.9665
H: -2.8563 4.2338 1.2631
H: -4.1435 3.9563 0.1077
H: -5.9787 2.6970 0.7746
H: -6.4306 3.4163 2.3391
H: -5.7914 1.7672 2.2742

[2]
# C35H83N4O13

A 7-piece molecular cluster, C35H83N4O13 overall (the ωB97M-V functional and the def2-TZVPD basis, the Open Molecules 2025 dataset).

orbital gap	4.5	eV
energy	-70204.653	eV
relative energy (zero: lowest compared OMol25 entry of this formula, charge and spin)	0.000	eV
HOMO energy	-7.2528	eV
total charge	+1
LUMO level	-2.795	eV

Positions of all 135 atoms, in Å:
C: -2.5064 -1.7099 -4.2750
C: -2.6196 -0.8989 -2.9604
N: -3.8327 -1.1532 -2.0400
C: -5.1641 -0.8744 -2.8856
C: -3.9820 -2.5535 -1.3973
C: -2.7621 -3.0901 -0.7221
C: -3.6185 -0.1267 -0.8622
C: -4.4702 -0.2883 0.3535
O: -5.8681 -0.5259 0.0619
C: -6.7487 -0.4787 1.2198
H: -1.4877 -1.7327 -4.6620
H: -3.2486 -1.5666 -5.0603
H: -2.7715 -2.7370 -4.0240
H: -2.6317 0.1861 -3.0643
H: -1.7647 -1.2617 -2.3898
H: -6.0567 -0.9320 -2.2626
H: -5.2503 -1.6012 -3.6934
H: -5.0511 0.1153 -3.3281
H: -4.1971 -3.1544 -2.2809
H: -4.8372 -2.5957 -0.7228
H: -1.8855 -3.2399 -1.3525
H: -2.9895 -4.0173 -0.1962
H: -2.4297 -2.4040 0.0569
H: -3.7398 0.9070 -1.1859
H: -2.5814 -0.3138 -0.5834
H: -4.4162 0.6137 0.9631
H: -4.1236 -1.0979 0.9958
H: -6.2368 -0.8486 2.1082
H: -7.5172 -1.2171 0.9911
H: -7.1674 0.4925 1.4839
C: 3.2944 0.5787 2.0200
C: 2.7226 -0.5495 2.8770
N: 3.4953 -1.9029 2.8452
C: 4.8802 -1.5656 3.4605
C: 2.9223 -2.9778 3.8485
C: 1.4946 -3.5193 3.4803
C: 3.5477 -2.3439 1.3710
C: 4.3835 -3.6378 1.1621
O: 3.7599 -4.8024 1.6898
C: 4.4943 -5.8646 2.0195
H: 4.3752 0.6341 1.8899
H: 2.8140 1.5156 2.3021
H: 2.8713 0.3457 1.0428
H: 1.7412 -0.9029 2.5609
H: 2.7080 -0.3226 3.9430
H: 5.3403 -2.5310 3.6714
H: 4.8258 -0.8716 4.2992
H: 5.4312 -1.0491 2.6746
H: 2.8296 -2.4623 4.8044
H: 3.6254 -3.8086 3.7897
H: 1.5513 -4.0678 2.5401
H: 0.8257 -2.6591 3.4533
H: 1.0432 -4.2338 4.1686
H: 4.0263 -1.5228 0.8372
H: 2.5065 -2.4593 1.0697
H: 5.3960 -3.5218 1.5486
H: 4.3543 -3.7855 0.0825
H: 5.0654 -5.6654 2.9262
H: 5.1585 -6.3018 1.2739
H: 3.8781 -6.7467 2.1936
C: -1.3130 6.4321 1.2837
C: -2.2327 5.2486 1.2975
N: -1.6458 3.9491 0.6431
C: -2.5919 2.8015 0.9181
C: -1.5549 4.2687 -0.8927
C: -0.7924 3.3635 -1.7705
C: -0.2885 3.5926 1.3019
C: -0.2045 3.5016 2.8787
O: -0.5726 4.6680 3.6165
C: -0.1528 4.6705 4.9627
H: -1.1669 6.8892 0.3050
H: -0.3454 6.1342 1.6876
H: -1.6309 7.2465 1.9346
H: -3.1851 5.5045 0.8332
H: -2.5369 4.9579 2.3030
H: -2.1381 1.9240 0.4575
H: -3.5312 3.0128 0.4070
H: -2.6812 2.5476 1.9743
H: -1.0586 5.2307 -1.0206
H: -2.5784 4.2633 -1.2674
H: -1.1502 3.4934 -2.7919
H: -0.8958 2.2956 -1.5779
H: 0.2776 3.5611 -1.7049
H: 0.4236 4.3406 0.9533
H: 0.0131 2.5866 1.0104
H: 0.8055 3.2125 3.1692
H: -0.7868 2.6888 3.3127
H: -0.4038 3.7213 5.4363
H: -0.6298 5.4482 5.5592
H: 0.9240 4.8109 4.8692
C: 2.1215 -1.4942 -2.1437
C: 3.0818 -0.5940 -2.9889
N: 2.5439 0.8685 -3.3720
C: 2.7511 1.7704 -2.1338
C: 3.4235 1.4629 -4.5959
C: 4.7223 2.0902 -4.1827
C: 1.0205 0.8307 -3.7071
C: 0.6427 0.1392 -5.0457
O: 1.1438 -1.2040 -4.9974
C: 0.9005 -1.8188 -6.3011
H: 1.0800 -1.3830 -2.4452
H: 2.1961 -1.0912 -1.1337
H: 2.5458 -2.4971 -2.0956
H: 3.4027 -1.1209 -3.8875
H: 4.0500 -0.5123 -2.4950
H: 2.0261 1.4221 -1.3982
H: 2.5826 2.8425 -2.2359
H: 3.7409 1.7268 -1.6795
H: 2.6452 2.0892 -5.0321
H: 3.5474 0.6566 -5.3187
H: 4.5630 3.0811 -3.7574
H: 5.3350 2.2173 -5.0752
H: 5.3276 1.5146 -3.4825
H: 0.7751 1.8916 -3.6584
H: 0.4641 0.5517 -2.8122
H: 0.9919 0.6644 -5.9347
H: -0.4393 0.2184 -5.1511
H: -0.1555 -1.7874 -6.5697
H: 1.0519 -2.8982 -6.2954
H: 1.5514 -1.3726 -7.0530
O: -3.1359 -2.0834 2.9828
C: -2.8750 -3.3571 2.7332
O: -3.7513 -4.2237 2.8675
O: -1.7242 -3.6562 2.4167
H: -2.2463 -1.7495 2.8455
O: -1.5399 0.5260 4.5715
C: -0.7506 -0.0869 5.4744
O: 0.4402 -0.2897 5.1764
O: -1.1665 -0.2643 6.6385
H: -0.9615 0.4886 3.8062
O: -0.0153 -1.8852 0.3769
C: -0.3095 -0.6079 0.5190
O: -0.8874 -0.2180 1.5799
O: -0.0606 0.1321 -0.3911
H: -0.4312 -2.2483 1.1623

What is the formula in the second record?
C35H83N4O13